Record 1
The following is a DFT calculation (wB97M-V/def2-TZVPD) of a 5-piece molecular cluster, C3H14O4 overall in a non-equilibrium geometry.

```
21
Properties=species:S:1:pos:R:3:forces:R:3
C -0.51224 1.82558 1.80442 0.735 -0.592 -1.732
C -1.01676 0.43775 2.12799 -0.239 0.582 0.901
C -0.43521 -0.22394 3.12106 0.464 -0.438 -0.176
H 0.55693 1.74918 1.56458 0.084 0.174 0.839
H -0.82364 2.19912 0.82111 -0.736 0.050 0.352
H -0.73107 2.53409 2.59304 0.087 0.169 -0.004
H -1.95718 0.11209 1.69530 0.040 -0.144 -0.013
H -0.74177 -1.16457 3.56267 -0.322 -0.017 -0.331
H 0.51009 0.14101 3.51286 -0.115 0.179 0.101
H -2.16264 0.80557 -1.54302 -0.008 -0.138 0.073
H -2.84852 2.14252 -1.79395 0.067 0.052 -0.049
O -2.10486 1.60102 -2.07773 0.014 0.058 -0.013
H 1.31939 -1.10192 -0.84149 0.817 0.379 -0.316
H 0.76494 -1.91080 0.17707 0.529 -0.476 0.599
O 1.65385 -1.68790 -0.14692 -1.248 0.205 -0.189
H -0.00849 1.47666 -2.28985 -0.100 -0.020 -0.049
H 0.93052 0.43168 -2.91892 -0.062 0.089 -0.126
O 0.83915 1.02964 -2.17211 0.094 -0.178 0.191
H 2.45555 -3.50461 -3.18122 0.353 0.058 0.164
H 2.40357 -3.31889 -1.61618 0.173 0.267 -0.048
O 1.90841 -3.57327 -2.39870 -0.625 -0.261 -0.173
```
Positions in Å, forces in eV/Å.

The net charge is 0. Its lowest unoccupied orbital energy is 0.3 eV. The structure (SMILES) is C=CC.O.O.O.O. For the energy above the lowest of the compared OMol25 structures with the same formula, charge and spin, the calculation gives 34.4 kcal/mol. As for the frontier orbital gap: 10.11 eV.

=====

Record 2
The following is a DFT calculation (wB97M-V/def2-TZVPD) of a 5-piece molecular cluster, C3H14O5 overall in a non-equilibrium geometry.

```
22
Properties=species:S:1:pos:R:3:forces:R:3
C 0.47765 0.08980 -1.48555 0.953 -0.861 0.372
C -0.33035 1.29311 -1.77862 -1.220 0.761 0.426
C -1.60068 1.28984 -2.18563 0.142 -0.502 0.331
O -2.52965 2.28612 -2.21552 -0.076 0.635 -0.360
H 1.46297 0.34683 -1.08807 0.121 0.213 -0.621
H 0.17817 -0.57312 -0.65385 -0.785 0.345 -0.416
H 0.58724 -0.51232 -2.38394 0.247 -0.300 -0.018
H 0.10097 2.23992 -1.49087 -0.013 0.299 0.145
H -2.12773 0.40588 -2.50313 0.229 -0.513 0.024
H -2.22550 3.11064 -1.82594 0.356 -0.085 0.130
H -0.04659 -2.95093 0.47748 -0.118 -0.023 -0.353
H -0.35741 -2.92762 1.89816 -0.278 0.103 0.285
O -0.60987 -3.41378 1.10632 0.475 -0.451 -0.065
H 4.05433 -0.94030 -0.85087 0.203 0.234 0.349
H 3.77352 -0.53855 0.65742 0.259 0.139 -0.085
O 3.42921 -0.98817 -0.11946 -0.504 -0.385 -0.223
H 0.25618 0.91848 2.07052 0.211 0.398 -0.305
H 0.05497 1.33403 3.44578 -0.106 0.404 0.240
O 0.02714 1.73362 2.55866 0.120 -0.717 0.043
H -1.93571 -1.26336 2.55427 -0.101 0.105 0.061
H -1.39647 0.00784 1.85491 -0.141 -0.232 0.245
O -1.24239 -0.94796 1.95792 0.026 0.431 -0.204
```
Positions in Å, forces in eV/Å.

The spin multiplicity is 2. The net charge is -1. Its lowest unoccupied orbital energy (spin up / spin down) is 3.2 / 3.1 eV. For the energy above the lowest of the compared OMol25 structures with the same formula, charge and spin, the calculation gives 42.9 kcal/mol. As for the frontier orbital gap (spin up / spin down): 2.53 / 8.94 eV.

=====

Record 3
The following is a DFT calculation (wB97M-V/def2-TZVPD) of a 2-piece molecular cluster, C3H15BN4O2P overall in a non-equilibrium geometry.

```
26
Properties=species:S:1:pos:R:3:forces:R:3
N 0.39698 0.08853 -2.34868 -0.130 -0.074 0.073
P -0.71096 -0.03216 -1.29428 0.945 0.203 0.552
N -2.32136 0.00492 -2.25865 -0.597 -0.100 0.401
B -3.61403 0.37771 -1.45030 0.058 0.325 -0.258
N -4.72592 -0.44367 -1.54500 0.501 -0.571 0.302
O -3.50606 1.50898 -0.69776 0.169 0.125 -0.279
H 1.00816 0.88725 -2.26533 0.067 0.053 -0.207
H -0.98406 0.95963 -0.36185 -0.431 0.027 -0.083
H -0.92831 -1.27150 -0.70175 -0.230 -0.045 -0.102
H -2.12856 0.68900 -2.99268 0.037 -0.037 -0.068
H -2.41830 -0.90733 -2.70336 0.122 0.069 -0.218
H -5.36280 -0.52057 -0.76627 -0.324 0.390 -0.162
H -4.73790 -1.27750 -2.10991 -0.039 -0.043 -0.041
H -3.89409 2.32341 -1.04430 -0.100 -0.206 0.316
C 1.87804 0.14592 0.78765 0.113 -0.059 0.075
O 0.68567 -0.17536 0.80610 -0.112 -0.044 -0.282
N 2.73622 -0.15400 1.75247 -0.040 0.010 0.038
C 4.13307 0.24354 1.69477 0.005 0.012 -0.012
C 2.26254 -0.90704 2.90833 -0.002 0.001 -0.005
H 2.31887 0.71243 -0.04376 -0.016 -0.040 -0.035
H 4.77940 -0.63372 1.71512 -0.008 -0.008 -0.008
H 4.38291 0.88429 2.54023 -0.012 0.008 0.000
H 4.31704 0.79166 0.77318 0.011 0.000 0.003
H 1.86715 -1.87308 2.59747 0.011 -0.005 -0.008
H 1.47050 -0.36240 3.42018 0.007 0.013 0.002
H 3.09579 -1.05893 3.58836 -0.005 -0.005 0.006
```
Positions in Å, forces in eV/Å.

The net charge is +1. Its lowest unoccupied orbital energy is -3.0 eV. As for the frontier orbital gap: 9.51 eV.

=====

Record 4
The following is a DFT calculation (wB97M-V/def2-TZVPD) of a 4-piece molecular cluster, C3H15N2O2 overall in a non-equilibrium geometry.

```
22
Properties=species:S:1:pos:R:3:forces:R:3
C -0.60075 1.19050 -0.70098 0.661 3.032 -2.060
N 0.11793 1.16885 -1.93386 0.540 -0.718 2.936
C -1.87631 0.27559 -0.87982 -2.289 -1.674 -1.832
N -1.62049 -1.10916 -0.67837 0.106 2.135 2.959
C -2.09562 -1.56416 0.62042 -1.608 0.568 -0.081
H -0.99670 2.25723 -0.61734 0.422 -1.546 0.670
H -0.09487 0.74109 0.16533 0.117 0.332 -0.045
H 0.55083 2.04715 -2.23292 -0.353 -0.445 -0.294
H 0.65822 0.29804 -1.88224 0.981 -0.130 -0.807
H -2.20416 0.42194 -1.90676 0.666 0.092 -0.403
H -2.72003 0.71832 -0.37894 -0.072 -0.398 1.242
H -0.60522 -1.31455 -0.73252 0.790 -1.000 -1.519
H 5.53839 3.32113 3.03330 0.009 0.014 0.133
H -1.39676 -1.54173 1.46735 0.862 0.132 -0.360
H -2.46006 -2.57308 0.55990 0.155 -0.857 -0.194
H -2.97342 -0.96665 0.91222 0.374 -0.170 -0.135
H 1.24348 -1.14026 0.51404 0.348 -0.006 0.876
H 1.85463 -1.73533 -1.54293 -0.185 -0.241 0.130
O 1.30880 -1.18414 -0.96409 -1.099 0.899 -0.828
H 5.57230 3.39690 3.77365 -0.009 -0.014 -0.134
H 1.67191 -1.70326 1.89605 0.000 0.269 0.168
O 1.12790 -1.00441 1.50851 -0.418 -0.274 -0.422
```
Positions in Å, forces in eV/Å.

The net charge is +1. Its lowest unoccupied orbital energy is -9.5 eV. For the energy above the lowest of the compared OMol25 structures with the same formula, charge and spin, the calculation gives 202.4 kcal/mol. As for the frontier orbital gap: 4.71 eV.

=====

Record 5
The following is a DFT calculation (wB97M-V/def2-TZVPD) of a 3-piece molecular cluster, C3H15N2O2S overall in a non-equilibrium geometry.

```
23
Properties=species:S:1:pos:R:3:forces:R:3
N -0.63677 0.65166 0.19281 0.260 -0.866 1.533
C 0.48085 -0.27628 0.61212 -0.161 -0.039 -0.008
C 1.54239 -0.39728 -0.47551 -1.312 -0.348 -0.047
S 0.80332 -1.17350 -1.96360 0.146 -0.027 -0.099
C 0.96727 0.12233 1.99515 -0.270 -0.338 0.079
N -0.19352 0.08748 2.88617 0.197 -0.044 0.295
H -1.17612 0.84477 1.04453 0.025 -0.029 0.359
H -0.24485 1.50663 -0.18175 -0.322 0.209 -0.940
H -1.30168 0.11718 -0.36298 0.277 0.495 -0.778
H -0.02368 -1.22787 0.73805 0.013 -0.310 -0.053
H 1.82432 0.60126 -0.81760 0.744 -0.295 0.396
H 2.30115 -1.07762 -0.07931 0.370 0.708 -0.316
H 1.20982 -2.42057 -1.69403 -0.072 -0.015 0.000
H 1.38988 1.11893 2.02282 0.265 0.217 -0.164
H 1.73365 -0.60486 2.28039 0.141 0.222 -0.026
H -0.06244 0.75044 3.63592 -0.087 0.117 0.138
H -0.25372 -0.82116 3.34070 -0.192 0.132 -0.176
H 0.94798 2.23548 -2.53026 0.125 -0.199 0.089
H -0.45028 2.75118 -2.45217 -0.173 -0.125 0.149
O 0.12598 2.08978 -2.04486 0.099 0.484 -0.322
H -3.79846 -0.35171 1.71959 0.146 -0.049 -0.101
H -3.69346 -0.00245 0.23278 -0.196 -0.138 0.136
O -3.17830 -0.33382 0.97857 -0.024 0.236 -0.144
```
Positions in Å, forces in eV/Å.

The net charge is +1. Its lowest unoccupied orbital energy is -2.8 eV. For the energy above the lowest of the compared OMol25 structures with the same formula, charge and spin, the calculation gives 0.0 kcal/mol. As for the frontier orbital gap: 9.95 eV.

=====

Number 1: DFT total energy -423.61373 Eh. Number 2: DFT total energy -498.81799 Eh. Number 3: DFT total energy -858.88138 Eh. Number 4: DFT total energy -382.75333 Eh. Number 5: DFT total energy -781.25759 Eh.